#w
The following is a quantum chemistry calculation of a cluster of 2 separate species, C5H5NO2 in total, from the Open Molecules 2025 dataset.

```
13
C5H5NO2 ωB97M-V/def2-TZVPD
C 1.47601 -0.11222 -1.01440
C 1.19211 0.61817 0.08099
C 0.73465 -1.34631 -1.16271
C -0.35537 -1.48530 -0.36455
C 0.04388 0.40545 0.89852
N -1.14999 2.05897 1.35113
O -0.68778 -0.67017 0.61201
O -2.38043 1.69909 1.18306
H 2.37292 -0.02134 -1.49042
H 1.65792 1.49585 0.43678
H 0.91610 -1.86129 -2.13609
H -0.97467 -2.42702 -0.54225
H -2.84534 1.64614 2.14793
```

Calculated values
LUMO energy (alpha / beta) ... -0.25 / -0.21 eV
HOMO (alpha / beta) ... -0.250 / -0.282 hartree
Gap between HOMO and LUMO (alpha / beta) ... 6.6 / 7.5 eV



#x
The following is a quantum chemistry calculation of the molecule C5H5NO2, from the Open Molecules 2025 dataset.

```
13
C5H5NO2 ωB97M-V/def2-TZVPD
C -1.06854 1.11972 1.80913
C -1.26639 0.21568 0.68207
C -0.41170 -0.06088 -0.37064
C -0.88064 -0.95776 -1.45714
N -1.09014 -1.64702 -2.37935
C 1.03881 0.17440 -0.03051
O 1.97728 0.60261 -0.69022
O 1.29743 -0.05684 1.30799
H -0.34602 1.93661 1.52375
H -0.55765 0.52913 2.79952
H -1.98774 1.63845 1.61693
H -2.34545 -0.05851 0.72448
H 2.20095 0.17035 1.25112
```

Calculated values
LUMO energy ... -0.57 eV
HOMO ... -0.385 hartree
Gap between HOMO and LUMO ... 9.9 eV



#y
The following is a quantum chemistry calculation of the molecule C5H5NO2, from the Open Molecules 2025 dataset.

```
13
C5H5NO2 ωB97M-V/def2-TZVPD
C -1.44820 0.07051 -1.18010
N -0.35073 0.02060 -0.24104
C 0.84901 0.73870 -0.44722
O 1.11896 1.41875 -1.40538
C 1.70697 0.28400 0.69643
C 0.98927 -0.49199 1.48120
C -0.32141 -0.77814 0.83819
O -1.21087 -1.51786 1.17433
H -2.30732 0.21311 -0.63351
H -1.54992 -0.87387 -1.97124
H -1.18420 0.86518 -1.81006
H 2.50267 0.75979 0.99414
H 1.20577 -0.70879 2.50426
```

Calculated values
LUMO energy ... -0.71 eV
HOMO ... -0.380 hartree
Gap between HOMO and LUMO ... 9.6 eV



Bottom line: #y, by a margin of 163.1 kJ/mol.



#w
The following is a quantum chemistry calculation of the molecule C19H23N3O3, from the Open Molecules 2025 dataset.

```
48
C19H23N3O3 ωB97M-V/def2-TZVPD
C -1.36002 1.68873 0.37962
O -0.28947 1.98603 -0.48167
C -0.56566 2.63698 -1.64724
C -1.83354 3.03774 -2.04925
C -2.01108 3.70846 -3.24763
C -0.93303 3.99259 -4.06253
C 0.33388 3.58802 -3.67874
C 0.52741 2.91920 -2.48327
O 1.80653 2.53949 -2.10606
C 2.20417 1.28198 -2.62601
C 1.37207 0.18217 -2.06690
N 0.21080 -0.18670 -2.46978
C -0.21773 -1.13980 -1.57003
C -1.48888 -1.70843 -1.64046
N -2.55271 -2.14453 -1.67499
C 0.78463 -1.30748 -0.61915
N 0.94985 -2.17456 0.40490
C 1.91207 -1.85426 1.44135
C 1.25917 -1.01143 2.54496
C 2.26102 -0.71065 3.65387
C 0.03383 -1.75345 3.08746
C -0.94266 -2.12563 1.96798
C -2.12693 -2.92662 2.49471
C -0.18623 -2.92287 0.89868
O 1.78973 -0.46715 -0.93970
H -2.07159 0.99816 -0.08664
H -1.88483 2.59514 0.69760
H -0.91414 1.21487 1.25398
H -2.69582 2.82188 -1.43897
H -3.00644 4.00716 -3.54025
H -1.07393 4.51800 -4.99431
H 1.19280 3.79264 -4.30025
H 3.24471 1.15290 -2.32158
H 2.11900 1.27345 -3.72082
H 2.75185 -1.32135 0.99484
H 2.27552 -2.79821 1.85912
H 0.93358 -0.06545 2.09654
H 3.11530 -0.16542 3.25997
H 2.61907 -1.63389 4.10474
H 1.79709 -0.10741 4.43041
H -0.47405 -1.13178 3.82779
H 0.36356 -2.66626 3.59094
H -1.31919 -1.20884 1.50077
H -2.66403 -2.35830 3.24998
H -1.78929 -3.85946 2.94106
H -2.81265 -3.15840 1.68384
H -0.84310 -3.17699 0.06724
H 0.19936 -3.85027 1.33389
```

Calculated values
LUMO energy ... 0.69 eV
HOMO ... -0.294 hartree
Gap between HOMO and LUMO ... 8.7 eV



#x
The following is a quantum chemistry calculation of the molecule C19H23N3O3, from the Open Molecules 2025 dataset.

```
48
C19H23N3O3 ωB97M-V/def2-TZVPD
C -3.96618 -4.15888 2.41763
O -3.32748 -3.54742 3.35332
C -2.68173 -2.22432 3.00075
C -1.92356 -1.43253 3.97489
C -1.14165 -0.38201 3.68390
C -1.16013 0.24000 2.48429
C -0.68144 1.52736 2.23740
O -0.37411 2.22857 3.20864
C 0.27676 1.74147 1.13847
C 1.08258 2.70075 1.15587
C 2.11319 2.85987 -0.13739
C 2.68456 1.49859 -0.56916
N 1.81531 0.48287 -0.63516
C 0.92573 0.03641 -1.94699
O 0.15618 -0.76786 -1.69316
C 1.83824 0.57269 -2.94894
C 1.96462 1.52072 -3.70925
C 2.67028 1.32532 -4.91808
N 2.60376 0.00791 -5.01952
N 2.02288 -0.58626 -4.04410
C 1.94144 -1.85004 -3.90098
C 1.16351 0.21613 0.71310
C -2.29598 -0.33255 1.38187
C -2.52497 0.10375 0.00251
C -2.87459 -1.55419 1.64970
H -4.97999 -3.54643 2.22006
H -4.29299 -4.98657 2.95576
H -3.45600 -4.26452 1.61735
H -1.79856 -2.12613 5.02523
H -0.63567 0.04603 4.27313
H -0.38258 1.90398 0.23114
H 1.98715 2.60999 1.94113
H 0.78488 3.82692 1.44100
H 2.74845 3.77082 -0.08356
H 1.51101 3.14660 -1.01560
H 3.30805 1.66706 -1.30826
H 3.62190 1.17699 0.20272
H 1.74753 2.69920 -3.29010
H 2.79429 1.79323 -5.75411
H 2.84479 -2.37722 -3.24756
H 1.11547 -2.08257 -3.29660
H 2.07855 -2.31334 -4.82728
H 0.29550 -0.51729 0.45134
H 1.80085 -0.01073 1.27548
H -2.61705 1.34311 0.05858
H -3.52677 0.10365 -0.16951
H -1.77173 -0.09894 -0.61571
H -3.48430 -1.99020 1.03576
```

Calculated values
LUMO energy ... -0.21 eV
HOMO ... -0.305 hartree
Gap between HOMO and LUMO ... 8.1 eV



Bottom line: #w, by a margin of 1715.2 kJ/mol.



#w
The following is a quantum chemistry calculation of the molecule C7H10N2S, from the Open Molecules 2025 dataset.

```
20
C7H10N2S ωB97M-V/def2-TZVPD
C 1.53331 1.88969 1.43862
C 1.46653 1.10334 0.37323
C 2.30640 1.10212 -0.91526
N 0.40738 0.10432 0.42050
C -0.77639 0.30295 0.09190
S -1.49941 1.77021 -0.65268
C -3.11652 0.93265 -0.56229
C -2.97575 -0.33445 -0.04706
N -1.68420 -0.68472 0.17863
C -1.22566 -1.94567 0.85147
H 0.85747 1.83775 2.17003
H 2.29549 2.64316 1.52518
H 2.13270 0.29953 -1.60109
H 2.00421 1.94457 -1.49571
H 3.38301 1.31178 -0.76275
H -3.90256 1.41516 -1.14123
H -3.86174 -0.85787 0.16132
H -1.41548 -1.92907 1.91086
H -1.75435 -2.70200 0.32056
H -0.18303 -2.04774 0.63746
```

Calculated values
LUMO energy ... 0.82 eV
HOMO ... -0.279 hartree
Gap between HOMO and LUMO ... 8.4 eV



#x
The following is a quantum chemistry calculation of the molecule C7H10N2S, from the Open Molecules 2025 dataset.

```
20
C7H10N2S ωB97M-V/def2-TZVPD
C -3.48527 1.32246 1.35608
C -1.61401 0.20750 0.94885
C -1.66894 1.54233 0.27635
C -0.52953 -0.69308 1.11958
C 0.65356 0.47651 -0.84446
C 0.95360 -0.49135 -1.93824
C 1.79400 0.90998 -0.01298
N -2.83254 2.13309 0.60516
N -2.88845 0.12356 1.60315
S -0.66717 1.67927 -1.10522
H -4.59107 1.41244 1.53960
H 0.45128 -0.41229 1.34044
H -0.62990 -1.77320 1.06619
H 0.13450 -1.20763 -2.17954
H 1.73048 -1.21411 -1.44144
H 1.43190 -0.10195 -2.83240
H 2.35597 1.85984 -0.37875
H 2.57373 0.09474 0.19885
H 1.31149 1.31179 0.83560
H -3.22962 -0.53357 2.20966
```

Calculated values
LUMO energy (alpha / beta) ... -0.27 / 0.03 eV
HOMO (alpha / beta) ... -0.276 / -0.259 hartree
Gap between HOMO and LUMO (alpha / beta) ... 7.2 / 7.1 eV



Bottom line: #w, by a margin of 204.6 kJ/mol.



#w
The following is a quantum chemistry calculation of a cluster of 2 separate species, CH6OS2 in total, from the Open Molecules 2025 dataset.

```
10
CH6OS2 ωB97M-V/def2-TZVPD
C -0.16690 3.51902 -1.57950
S -1.49860 2.33746 -0.94999
S -0.99390 1.07931 0.51340
H -0.38642 4.51357 -2.03968
H 0.44106 3.03251 -2.44356
H 0.42456 3.58966 -0.68698
H -0.13670 0.19719 0.18987
O 1.02532 -5.94957 2.03376
H 0.10380 -5.81920 2.09290
H 1.18779 -6.49995 2.86978
```

Calculated values
LUMO energy ... 0.49 eV
HOMO ... -0.320 hartree
Gap between HOMO and LUMO ... 9.2 eV



#x
The following is a quantum chemistry calculation of a cluster of 2 separate species, CH6OS2 in total, from the Open Molecules 2025 dataset.

```
10
CH6OS2 ωB97M-V/def2-TZVPD
C 2.22017 -2.94375 1.62388
O 3.24644 -3.45583 0.75914
H 1.40619 -2.62414 0.98122
H 1.86421 -3.73237 2.29567
H 2.62376 -2.15135 2.25476
H 4.09834 -3.34011 1.22140
S -1.19514 2.52170 -1.13767
S -1.76538 0.84940 -0.22682
H 0.14637 2.53485 -0.94648
H -1.89560 1.26341 1.06536
```

Calculated values
LUMO energy ... 0.47 eV
HOMO ... -0.352 hartree
Gap between HOMO and LUMO ... 10.1 eV



#y
The following is a quantum chemistry calculation of a cluster of 2 separate species, CH6OS2 in total, from the Open Molecules 2025 dataset.

```
10
CH6OS2 ωB97M-V/def2-TZVPD
C 1.49343 -0.48228 0.90977
O 0.97961 0.53098 0.06148
H 1.94886 -1.24184 0.27067
H 2.29764 -0.10554 1.54528
H 0.67730 -0.91592 1.46754
H 1.23851 1.42169 0.30879
S -2.85432 1.00153 -1.02985
S -1.67150 -0.51137 -1.80768
H -3.59683 0.21827 -0.23684
H -0.51270 0.08448 -1.48919
```

Calculated values
LUMO energy ... 0.56 eV
HOMO ... -0.317 hartree
Gap between HOMO and LUMO ... 9.2 eV



Bottom line: #y, by a margin of 6.6 kJ/mol.